1.
This record from the OMol25 dataset describes C8H16Cl2OPr as an isolated structure in a non-equilibrium geometry. The level of theory is the ωB97M-V functional and the def2-TZVPD basis.

XYZ file:
```
28
C8H16Cl2OPr the ωB97M-V functional and the def2-TZVPD basis
Pr 1.28155 -0.57785 0.77679
Cl 2.01976 -3.10531 0.27203
Cl 2.30736 0.84931 3.05037
C 3.32045 -0.08310 0.54259
H 3.35184 1.01797 0.24587
H 3.52186 -0.61972 -0.40518
C -0.26277 1.18428 -0.49266
C 0.61497 0.47574 -1.14447
H -0.12223 1.83245 0.36443
C 0.41717 -0.90009 -1.73684
H 1.84105 0.70284 -1.20060
C -0.76019 -0.64376 -2.71556
H 1.32547 -1.22559 -2.25899
H 0.13611 -1.76256 -1.10959
C -1.96778 -0.09005 -1.99549
H -0.39588 0.07287 -3.47396
H -1.04767 -1.56137 -3.20913
C -1.62965 1.11379 -1.01354
H -2.73052 0.22485 -2.70970
H -2.44158 -0.84195 -1.35958
H -2.02099 2.04965 -1.53110
H -2.32805 1.04718 -0.16578
C -0.62730 0.40627 3.79564
O -0.72889 -0.31981 2.56886
H -1.39849 1.18105 3.81964
H 0.36322 0.87989 3.77074
H -0.66124 -0.27472 4.65244
H -1.37759 -1.03225 2.66275
```

Values from the calculation:
multiplicity: 3
energy: -1826.94637 Eh
charge: -1

2.
This record from the OMol25 dataset describes C8H16KO4S2 as an isolated structure. The level of theory is the ωB97M-V functional and the def2-TZVPD basis.

XYZ file:
```
31
C8H16KO4S2 the ωB97M-V functional and the def2-TZVPD basis
K -0.48303 1.97162 0.53508
C 2.56935 -1.93911 4.42096
C 2.77270 -0.53080 5.00783
C 1.47004 0.24535 4.77772
S 0.65443 -0.60600 3.40368
O 0.45379 0.34384 2.31877
O -0.46160 -1.36416 3.85187
C 2.00131 -1.71940 3.04412
H 1.80522 -2.47934 4.99177
H 3.43723 -2.59480 4.43924
H 3.59412 -0.07075 4.46010
H 3.02916 -0.57897 6.06314
H 1.68944 1.23397 4.38284
H 0.79280 0.27008 5.62473
H 2.66897 -1.25922 2.31453
H 1.56598 -2.59687 2.56506
C -2.09351 1.73800 -4.99838
C -1.17164 0.54421 -5.22072
C -0.67101 0.14279 -3.83741
S -2.14514 0.17791 -2.83294
O -1.86236 0.88906 -1.60263
O -2.75659 -1.11519 -2.73447
C -3.07446 1.27814 -3.91530
H -2.68194 1.98275 -5.88174
H -1.52395 2.62292 -4.71427
H -0.32349 0.76363 -5.87044
H -1.71274 -0.26431 -5.71805
H -0.08850 0.98411 -3.45346
H -0.10757 -0.78303 -3.81778
H -3.47914 2.03641 -3.25015
H -3.86785 0.67714 -4.35371
```

Values from the calculation:
relative energy (zero: lowest compared OMol25 entry of this formula, charge and spin): 0.0 kcal/mol
energy: -2011.52035 Eh
charge: +1